{"formula": "C5H12N2O2", "method": "wB97M-V/def2-TZVPD", "smiles": "C=C(O)N(C)N.CC=O", "homo_energy_ev": [-8.16, -8.16], "mol_weight_da": 132.16, "lumo_energy_ev": [-0.3302, -0.3300], "de_lowest_kcal_mol": 131.1, "total_charge": 0, "orbital_gap_ev": [7.834, 7.835], "symbols": ["N", "C", "O", "H", "N", "H", "H", "O", "H", "H", "H", "H", "C", "H", "C", "H", "H", "C", "H", "H", "C"], "positions_angstrom": [[0.5305, 0.3976, 2.1018], [0.1028, -2.3881, -1.2755], [0.4977, -1.9543, 1.0397], [1.1515, -2.2138, -1.5121], [-0.3615, 0.8729, 1.2172], [-1.0373, 2.6894, 0.4468], [-1.3365, -1.6467, 0.2304], [1.3564, 0.3896, -0.5957], [0.5302, -0.6473, 2.0698], [1.4800, 0.7673, 1.9863], [-0.5867, 2.6990, 2.1682], [-0.5367, -2.0153, -2.0735], [-0.2524, -1.7582, 0.0549], [1.5613, 0.7213, -1.4785], [0.0031, 0.3147, -0.4185], [-0.5939, 0.9185, -2.3702], [-0.0511, -3.4649, -1.1828], [-0.8852, 0.6579, -1.3605], [0.6827, 2.7068, 0.9127], [-1.9396, 0.6206, -1.1366], [-0.3153, 2.3331, 1.1762]], "forces_ev_per_a": [[0.890, -0.721, 0.961], [0.120, 0.413, -0.061], [-0.923, 0.372, -1.618], [-0.016, -0.005, -0.010], [-0.795, -1.362, -2.434], [0.007, 0.009, -0.010], [0.181, 0.485, 0.043], [-0.152, -0.199, 0.075], [0.006, 1.096, 0.280], [-0.129, -0.100, -0.192], [0.069, -0.106, -0.066], [0.011, 0.028, -0.020], [0.347, -2.587, 1.443], [-0.034, -0.084, -0.002], [0.148, 3.525, 1.440], [0.051, -0.244, -0.137], [0.004, 0.013, 0.131], [0.107, -0.544, 0.285], [0.036, 0.076, 0.039], [-0.081, 0.168, 0.124], [0.149, -0.236, -0.271]], "nbo_charge": [-0.62, -0.70, -0.60, 0.23, -0.23, 0.21, 0.14, -0.72, 0.41, 0.32, 0.22, 0.21, 0.38, 0.48, 0.36, 0.20, 0.24, -0.49, 0.17, 0.22, -0.42]}